(1)
A molecular structure, C70H79BN3O6PSeV at a distorted geometry. Source: the Open Molecules 2025 dataset; level of theory: ωB97M-V/def2-TZVPD.

XYZ file:
```
162
Properties=species:S:1:pos:R:3:forces:R:3
V -0.254 -0.275 -0.063 0.155 0.579 -0.545
C 1.614 7.308 1.759 0.030 0.031 -0.021
C 0.283 6.595 2.023 0.032 -0.070 -0.058
C -0.774 7.212 1.108 -0.001 0.014 -0.024
C -0.137 6.840 3.475 -0.001 -0.023 0.100
C 0.450 5.098 1.778 -0.124 -0.010 -0.044
C -0.304 4.381 0.861 0.036 0.081 0.063
C -0.101 3.026 0.694 0.004 0.234 0.126
Se -1.049 2.121 -0.664 -0.353 -0.294 -0.351
C 0.301 2.351 -2.004 -0.089 0.175 -0.024
C 0.358 3.553 -2.676 0.011 0.133 -0.025
C 1.352 3.813 -3.609 -0.024 -0.117 -0.010
C 2.274 2.792 -3.829 -0.011 -0.150 0.164
C 2.245 1.564 -3.166 0.295 0.405 -0.521
C 1.224 1.318 -2.229 -0.271 -0.691 0.171
O 1.122 0.146 -1.641 -0.008 0.262 0.527
C 3.299 0.490 -3.435 -0.080 0.071 -0.016
C 2.632 -0.776 -3.984 -0.072 -0.071 -0.016
C 4.361 0.924 -4.450 -0.034 0.019 0.008
C 4.034 0.168 -2.132 0.076 -0.040 0.128
C 1.383 5.159 -4.330 0.053 -0.076 0.096
C 0.102 5.339 -5.147 -0.086 -0.003 -0.069
C 2.578 5.279 -5.272 0.062 0.057 -0.052
C 1.475 6.286 -3.293 0.039 0.039 0.051
C 0.835 2.266 1.418 0.267 -0.472 0.059
O 0.948 0.974 1.206 -0.248 0.482 -0.051
C 1.637 3.003 2.338 -0.059 0.132 0.062
C 1.400 4.367 2.478 0.017 -0.039 0.015
C 2.798 2.462 3.186 -0.008 0.062 -0.122
C 2.524 2.738 4.673 0.038 0.007 0.002
C 3.060 0.969 3.056 0.013 -0.048 -0.001
C 4.085 3.186 2.758 0.028 -0.035 0.046
H 1.512 8.386 1.899 -0.017 0.062 0.024
H 1.951 7.124 0.739 -0.003 -0.009 -0.056
H 2.395 6.956 2.433 0.026 -0.022 0.029
H -0.856 8.282 1.310 0.006 0.035 0.014
H -1.758 6.769 1.263 -0.049 -0.050 0.055
H -0.517 7.089 0.056 0.052 -0.010 -0.055
H -0.276 7.906 3.661 0.002 0.092 0.017
H 0.617 6.471 4.172 0.028 -0.018 0.011
H -1.072 6.327 3.701 -0.053 -0.027 -0.026
H -1.054 4.869 0.256 -0.071 0.004 -0.069
H -0.390 4.306 -2.455 -0.036 -0.012 0.029
H 3.057 2.959 -4.546 0.161 0.021 -0.140
H 2.183 -0.577 -4.958 -0.018 0.022 -0.067
H 1.844 -1.127 -3.321 0.055 0.016 -0.005
H 3.377 -1.564 -4.113 0.070 -0.091 -0.023
H 3.942 1.102 -5.441 -0.086 0.014 -0.042
H 5.103 0.128 -4.545 0.019 -0.032 -0.011
H 4.884 1.828 -4.137 0.033 0.053 0.062
H 3.345 -0.152 -1.349 0.083 0.039 -0.112
H 4.564 1.053 -1.775 0.049 0.028 0.018
H 4.771 -0.615 -2.336 0.062 -0.085 0.140
H 0.032 4.583 -5.930 0.018 -0.039 -0.019
H 0.081 6.325 -5.617 0.012 0.067 -0.046
H -0.786 5.246 -4.523 -0.012 0.002 0.048
H 2.548 4.532 -6.066 -0.041 -0.042 -0.023
H 3.524 5.164 -4.742 0.030 0.004 0.062
H 2.579 6.265 -5.743 -0.022 0.012 -0.012
H 0.602 6.302 -2.640 -0.045 -0.030 0.022
H 1.542 7.260 -3.782 0.002 0.046 -0.050
H 2.353 6.155 -2.659 0.047 -0.008 0.002
H 2.019 4.905 3.187 0.013 0.025 0.037
H 1.578 2.290 4.974 -0.058 -0.050 0.001
H 2.474 3.802 4.897 -0.001 0.063 0.003
H 3.318 2.304 5.285 0.067 -0.019 0.052
H 2.221 0.397 3.440 -0.055 -0.010 0.056
H 3.945 0.726 3.652 0.057 -0.089 0.010
H 3.220 0.659 2.026 0.025 0.029 -0.049
H 4.010 4.265 2.882 -0.002 0.061 0.009
H 4.299 2.988 1.708 -0.001 -0.028 -0.052
H 4.931 2.837 3.356 0.077 -0.037 0.046
O -1.800 0.257 -2.736 0.112 0.257 0.176
C -1.185 -0.542 -2.043 -0.204 -0.532 -0.300
C -0.955 -1.897 -2.749 -0.075 0.315 0.321
C -0.795 -2.037 -4.126 -0.018 -0.079 0.120
C -0.820 -3.301 -4.676 -0.034 -0.266 0.132
C -1.066 -4.425 -3.868 0.082 0.204 -0.310
C -1.242 -4.281 -2.509 -0.040 0.131 0.132
C -1.141 -3.004 -1.940 -0.019 -0.176 0.041
P -1.331 -2.525 -0.185 0.285 -0.038 0.003
C -3.127 -2.715 0.087 0.148 0.206 -0.153
C -3.933 -1.681 -0.392 -0.078 0.096 0.020
C -5.308 -1.741 -0.245 -0.033 -0.141 0.068
C -5.895 -2.833 0.386 0.111 0.095 -0.049
C -5.096 -3.861 0.858 -0.018 0.026 -0.002
C -3.715 -3.802 0.707 -0.057 -0.318 0.106
C -0.566 -3.904 0.752 -0.359 0.045 -0.018
C -0.760 -3.954 2.133 0.007 -0.035 0.109
C -0.135 -4.926 2.897 0.034 -0.044 -0.062
C 0.707 -5.857 2.298 -0.050 0.043 -0.039
C 0.915 -5.806 0.928 -0.036 0.044 0.086
C 0.279 -4.836 0.163 0.232 -0.080 -0.210
H -0.672 -1.148 -4.728 -0.001 0.046 -0.059
H -0.676 -3.436 -5.740 0.000 -0.009 -0.054
H -1.125 -5.408 -4.318 0.001 -0.006 -0.015
H -1.452 -5.148 -1.891 -0.042 0.051 -0.052
H -3.494 -0.814 -0.873 0.095 -0.050 0.023
H -5.917 -0.929 -0.616 -0.054 0.036 -0.011
H -6.968 -2.876 0.511 -0.072 -0.012 0.010
H -5.544 -4.714 1.350 -0.017 -0.044 0.025
H -3.106 -4.618 1.083 -0.040 0.106 -0.048
H -1.392 -3.217 2.616 -0.016 0.035 -0.052
H -0.295 -4.947 3.967 -0.004 -0.016 0.057
H 1.199 -6.612 2.897 0.024 -0.026 0.026
H 1.576 -6.513 0.444 0.033 -0.044 0.007
H 0.459 -4.814 -0.908 0.036 0.037 0.243
C -6.134 2.164 6.491 -0.124 0.024 0.021
C -4.673 2.522 6.206 0.043 -0.049 -0.096
C -3.869 2.461 7.510 0.017 -0.059 0.053
C -4.627 3.959 5.691 -0.021 0.086 -0.003
C -4.075 1.533 5.201 0.057 -0.020 0.002
C -4.178 0.159 5.442 0.085 0.060 -0.106
C -3.616 -0.799 4.595 -0.127 0.226 0.151
C -2.941 -0.333 3.491 -0.121 -0.238 0.181
O -2.298 -1.027 2.524 0.518 0.266 -0.758
B -1.733 -0.054 1.575 -0.478 -0.009 1.200
O -2.141 1.224 2.106 0.353 -0.497 -0.704
C -2.838 1.017 3.239 -0.084 0.388 0.127
C -3.382 1.972 4.067 -0.182 -0.143 0.247
H -6.572 2.874 7.196 0.017 0.037 0.021
H -6.234 1.169 6.923 0.016 -0.047 0.018
H -6.724 2.188 5.574 -0.009 0.011 -0.044
H -4.252 3.183 8.233 -0.046 0.055 0.047
H -2.820 2.688 7.323 0.060 0.025 -0.024
H -3.918 1.471 7.962 -0.018 -0.051 -0.010
H -5.124 4.619 6.404 -0.012 0.015 0.030
H -5.127 4.069 4.728 -0.062 -0.049 -0.027
H -3.604 4.315 5.575 0.082 -0.001 0.004
H -4.706 -0.183 6.321 -0.031 -0.048 0.064
H -3.712 -1.855 4.797 0.008 -0.110 0.006
H -3.263 3.016 3.824 0.023 0.069 -0.031
C 7.681 0.287 3.617 0.066 0.072 0.019
C 7.253 -0.893 2.794 0.011 -0.105 -0.052
C 7.484 -2.194 3.228 -0.063 -0.035 -0.054
C 7.045 -3.286 2.495 0.076 0.188 0.118
C 6.383 -3.097 1.289 -0.037 -0.305 -0.085
N 5.948 -4.260 0.605 0.214 -0.125 -0.117
C 5.096 -4.406 -0.472 -0.391 0.118 0.366
O 5.255 -5.311 -1.267 0.177 -0.133 -0.241
N 4.021 -3.547 -0.598 0.199 -0.138 -0.123
C 3.233 -2.911 0.377 -0.146 0.176 -0.241
C 3.401 -3.001 1.750 0.267 -0.158 0.104
C 2.546 -2.296 2.571 -0.415 0.065 0.064
C 1.501 -1.572 2.022 0.244 -0.339 0.037
N 1.327 -1.516 0.706 -0.023 -0.059 -0.147
C 2.175 -2.143 -0.098 0.085 -0.008 0.036
C 6.173 -1.808 0.825 -0.010 0.063 0.022
C 6.595 -0.728 1.580 -0.012 0.051 0.023
H 8.400 -0.007 4.381 0.014 -0.011 0.016
H 6.829 0.741 4.121 -0.096 0.037 0.038
H 8.140 1.060 3.002 0.003 0.006 -0.041
H 7.997 -2.361 4.167 0.035 -0.001 0.044
H 7.204 -4.290 2.867 0.007 -0.057 0.005
H 6.587 -5.046 0.631 -0.098 0.208 0.031
H 3.562 -3.701 -1.487 0.016 0.058 0.129
H 4.187 -3.601 2.180 -0.054 -0.015 -0.004
H 2.667 -2.313 3.645 0.036 -0.064 0.029
H 0.795 -1.023 2.626 -0.040 0.014 -0.018
H 2.005 -2.014 -1.162 -0.010 -0.026 -0.002
H 5.666 -1.634 -0.108 -0.081 0.003 -0.184
H 6.393 0.266 1.202 0.019 0.083 0.030
```
Positions in Å, forces in eV/Å.

The net charge is -1. As for the largest force on an atom: 1.3 eV/A. For the energy relative to the best compared isomer or geometry (same formula, charge and spin), the calculation gives 0.0000 eV. As for the expectation value of S²: 2.0346. The value obtained for the calculated total energy is -7042.44873 Eh. As for the molar mass: 1230.107 g mol⁻¹. Its multiplicity is 3.



(2)
A single C5H5N3O2S3 molecule at a distorted geometry. Source: the Open Molecules 2025 dataset; level of theory: ωB97M-V/def2-TZVPD.

XYZ file:
```
18
Properties=species:S:1:pos:R:3:forces:R:3
C -1.782 1.213 1.042 -0.580 -0.214 1.327
C -2.419 1.233 -0.149 1.680 -0.961 -0.255
C -0.568 0.478 1.013 1.026 -0.341 3.041
C -0.339 -0.064 -0.244 2.604 -1.922 -1.004
C 2.082 1.644 -0.456 0.013 -0.654 2.048
N 2.067 1.237 0.656 0.256 2.154 -2.873
N 1.831 1.240 1.856 1.586 -0.169 1.811
N -0.215 -2.581 -0.901 0.314 -2.702 0.725
O 1.534 -0.993 -1.874 -0.517 0.032 0.296
O 1.564 -1.693 0.457 2.057 -0.848 3.055
S -1.516 0.318 -1.382 -1.308 1.016 -0.730
S 0.599 0.341 2.384 -3.615 -0.273 -1.143
S 0.821 -1.337 -0.664 -3.481 1.745 -2.890
H -2.268 1.544 1.980 0.651 0.291 -0.721
H -3.150 1.894 -0.463 -1.623 0.785 -0.383
H 2.646 1.604 -1.323 0.580 -0.101 -1.589
H -0.961 -2.643 -1.630 1.369 0.176 1.062
H 0.073 -3.436 -0.301 -1.013 1.984 -1.775
```
Positions in Å, forces in eV/Å.

As for the largest force on an atom: 4.8 eV/A. For the energy relative to the best compared isomer or geometry (same formula, charge and spin), the calculation gives 2.1356 eV. As for the expectation value of S²: 2.0397. The value obtained for the calculated total energy is -1702.55027 Eh. As for the molar mass: 235.315 g mol⁻¹. Its multiplicity is 3.



(3)
A molecular structure, C26H25NOReS2SbSe at a distorted geometry. Source: the Open Molecules 2025 dataset; level of theory: ωB97M-V/def2-TZVPD.

XYZ file:
```
58
Properties=species:S:1:pos:R:3:forces:R:3
Re 13.262 15.913 6.689 -1.448 -0.318 -0.448
S 15.110 17.661 8.876 1.917 1.840 2.255
C 14.232 16.905 7.966 -0.654 -1.344 -1.184
Se 12.367 17.964 5.974 -0.243 0.122 -0.174
C 13.176 19.512 6.802 0.634 0.552 0.244
C 12.518 20.210 7.839 0.040 -1.261 -0.531
C 13.163 21.229 8.485 1.806 -0.108 -1.526
N 14.384 21.615 8.056 -1.400 1.666 2.045
C 14.901 21.080 7.017 1.696 -1.074 -1.348
C 14.421 19.973 6.361 -2.078 -1.327 0.119
H 11.579 19.857 8.198 -0.716 -0.095 0.120
H 12.785 21.769 9.309 -0.572 0.315 0.820
H 15.858 21.399 6.666 0.633 0.730 0.099
H 14.977 19.436 5.607 0.078 0.235 -0.190
S 11.630 14.929 5.041 0.145 -0.111 -0.032
Sb 10.835 13.549 6.723 0.701 0.225 1.491
C 11.405 11.540 6.532 -0.884 1.352 0.553
C 10.846 10.577 7.341 -1.399 0.189 1.081
C 11.072 9.259 7.053 1.273 -0.518 0.196
C 11.962 8.956 6.032 -0.002 -0.943 -0.760
C 12.482 9.949 5.181 -0.704 -1.611 1.017
C 12.179 11.250 5.449 0.807 0.830 -1.081
C 12.135 14.389 8.341 -1.268 -0.585 -1.145
C 11.586 15.371 9.163 -1.794 1.286 -0.145
C 12.242 15.748 10.314 0.331 0.781 1.421
C 13.411 15.076 10.670 1.517 0.016 1.741
C 13.969 14.069 9.903 -1.523 0.435 -0.685
C 13.283 13.728 8.751 0.745 -0.892 -0.990
C 8.840 13.866 7.243 -2.720 0.455 -0.092
C 8.296 13.695 8.557 0.954 0.558 -1.418
C 6.948 13.941 8.831 0.447 0.074 -0.074
C 6.098 14.229 7.751 -0.423 0.057 1.123
C 6.569 14.363 6.458 1.431 0.038 1.113
C 7.932 14.253 6.197 1.366 -1.189 0.646
H 10.161 10.786 8.182 0.471 0.257 -0.536
H 10.714 8.470 7.701 -0.237 0.058 -0.126
H 12.178 7.881 5.871 0.004 0.902 -0.141
H 13.015 9.655 4.319 0.730 -0.134 -0.673
H 12.543 12.050 4.797 -0.151 -0.281 0.113
H 10.574 15.783 8.877 1.282 -0.141 0.468
H 11.943 16.553 11.038 -0.251 -0.897 -1.128
H 13.962 15.286 11.640 -1.016 0.102 -1.247
H 14.821 13.514 10.174 0.929 -0.388 0.487
H 13.603 12.896 8.125 0.261 0.044 0.193
H 9.037 13.461 9.292 -0.108 -0.175 0.906
H 6.607 13.978 9.887 0.118 -0.318 -0.988
H 5.030 14.391 7.951 0.560 -0.076 -0.130
H 5.891 14.668 5.728 -0.851 0.217 -1.343
H 8.349 14.299 5.192 -0.409 0.399 0.021
C 16.689 13.962 4.935 1.951 -0.573 -1.990
C 16.128 14.905 5.873 -1.074 1.611 0.501
O 14.708 14.473 6.040 -0.541 0.632 0.616
H 17.747 14.253 4.626 -1.261 -0.619 0.588
H 16.109 13.975 4.011 0.037 0.110 -0.251
H 16.617 12.942 5.312 0.457 0.040 0.111
H 16.113 15.985 5.557 0.064 -1.062 0.076
H 16.561 14.846 6.860 -0.015 -0.041 0.346
H 14.338 14.088 5.228 0.359 -0.052 -0.135
```
Positions in Å, forces in eV/Å.

The net charge is +2. As for the largest force on an atom: 3.5 eV/A. For the energy relative to the best compared isomer or geometry (same formula, charge and spin), the calculation gives 0.9251 eV. As for the expectation value of S²: 2.0670. The value obtained for the calculated total energy is -4651.39370 Eh. As for the molar mass: 818.553 g mol⁻¹. Its multiplicity is 3.



(4)
A molecular structure, C4H5N3O at a distorted geometry. Source: the Open Molecules 2025 dataset; level of theory: ωB97M-V/def2-TZVPD.

XYZ file:
```
13
Properties=species:S:1:pos:R:3:forces:R:3
C 0.780 1.352 0.690 2.299 1.468 -0.673
C -0.508 -1.085 -1.282 -3.874 -3.869 1.293
C -0.422 -1.219 0.385 1.177 -3.488 0.383
C 0.219 0.163 0.374 -1.170 -2.408 0.166
H 0.408 1.755 2.831 4.186 0.999 -4.157
H 0.178 -1.680 -1.901 0.078 0.445 0.442
H -1.653 -1.362 -1.664 2.920 1.333 0.841
H -1.379 -1.280 0.813 -1.660 0.644 0.227
H -0.014 -2.179 0.888 0.463 1.704 -1.135
N 0.941 2.005 -0.575 -3.065 -0.623 1.572
N 0.193 1.364 -1.437 2.154 0.391 -2.235
N -0.142 0.189 -0.931 1.789 5.823 0.724
O 1.399 1.977 1.808 -5.296 -2.419 2.551
```
Positions in Å, forces in eV/Å.

As for the largest force on an atom: 6.4 eV/A. For the energy relative to the best compared isomer or geometry (same formula, charge and spin), the calculation gives 7.7168 eV. The value obtained for the calculated total energy is -394.68397 Eh. As for the molar mass: 111.104 g mol⁻¹.



(5)
2 unconnected molecules or ions with the total composition C5H13N2 at a distorted geometry. Source: the Open Molecules 2025 dataset; level of theory: ωB97M-V/def2-TZVPD.

XYZ file:
```
20
Properties=species:S:1:pos:R:3:forces:R:3
C -1.196 -1.361 2.412 -0.051 -0.349 1.076
C -0.033 -1.862 1.539 -0.522 1.309 0.214
C 0.868 -0.678 1.043 0.233 -1.632 -0.003
C 0.351 0.596 0.121 0.021 -0.596 -2.213
C -0.196 -0.220 -0.711 0.941 -0.184 2.291
N -0.442 1.358 -4.066 0.447 0.274 -0.307
N 0.634 1.890 0.232 -0.440 0.908 0.858
H -2.134 -1.773 2.050 -0.191 0.589 -0.187
H -1.177 -0.283 2.545 -0.453 0.307 -0.693
H -1.205 -1.640 3.478 0.619 -0.550 -0.416
H 0.640 -2.531 2.075 -0.025 -0.045 -0.151
H -0.464 -2.359 0.677 0.223 -0.417 0.013
H 1.659 -1.167 0.477 0.395 0.561 0.174
H 1.258 -0.206 1.948 -0.059 0.595 -0.309
H 0.037 -1.152 -1.194 -0.787 0.145 -0.807
H -0.034 1.414 -4.998 -0.411 -0.110 -0.105
H -0.372 0.378 -3.813 0.122 0.019 0.087
H 0.234 1.900 -3.533 -0.113 -0.210 0.343
H 1.536 2.319 0.296 0.618 -0.614 0.592
H -0.056 2.571 -0.012 -0.567 -0.002 -0.455
```
Positions in Å, forces in eV/Å.

The net charge is +1. As for the largest force on an atom: 2.5 eV/A. For the energy relative to the best compared isomer or geometry (same formula, charge and spin), the calculation gives 6.4658 eV. The value obtained for the calculated total energy is -307.38399 Eh. As for the molar mass: 101.173 g mol⁻¹.



Question: Which of these has the highest energy relative to the best compared isomer or geometry (same formula, charge and spin)?
Answer: C4H5N3O



Question: What is the formula in the fifth record?
Answer: C5H13N2



Question: The lowest largest force on an atom belongs to which entry?
Answer: C70H79BN3O6PSeV



Question: Which of these has the lowest calculated total energy?
Answer: C70H79BN3O6PSeV